{"formula": "C8H15Cl6N", "method": "ωB97M-V/def2-TZVPD", "homo_lumo_gap_ev": 8.35, "spin_multiplicity": 1, "charge": 0, "homo_ha": -0.3092, "species": ["C", "C", "N", "H", "H", "H", "Cl", "C", "C", "Cl", "H", "H", "H", "H", "Cl", "C", "C", "Cl", "H", "H", "H", "H", "Cl", "C", "C", "Cl", "H", "H", "H", "H"], "coordinates": [[1.987, -0.918, -0.989], [2.901, -1.543, -1.937], [3.697, -2.020, -2.609], [0.938, -1.207, -1.052], [2.045, 0.166, -1.089], [2.260, -1.125, 0.045], [1.809, 1.591, 0.005], [0.172, 0.910, 0.217], [-0.526, 0.745, -1.132], [-0.756, 2.252, -1.807], [-0.383, 1.487, 0.957], [0.303, -0.081, 0.651], [-1.425, 0.137, -1.026], [0.087, 0.103, -1.765], [1.056, -0.183, 1.675], [1.267, -1.932, 1.824], [2.729, -2.268, 2.055], [3.142, -3.990, 2.331], [0.912, -2.388, 0.900], [0.707, -2.213, 2.716], [3.003, -1.747, 2.972], [3.350, -1.956, 1.215], [-5.198, 3.265, -1.357], [-4.420, 1.917, -0.420], [-2.931, 1.885, -0.590], [-2.213, 3.304, 0.141], [-4.781, 0.969, -0.820], [-4.766, 1.991, 0.611], [-2.587, 1.771, -1.619], [-2.383, 1.079, -0.104]], "forces_ev_per_angstrom": [[0.43, -1.04, -0.53], [-0.47, -0.19, 0.59], [0.17, -0.10, -0.32], [0.43, -0.57, -0.55], [0.23, -1.32, -0.82], [0.58, 0.03, -0.96], [-0.53, 3.76, 0.44], [-4.27, 3.98, -7.22], [1.59, -1.61, 1.00], [2.84, 2.12, -4.45], [0.04, 0.28, -0.36], [-4.48, 1.11, -6.57], [-0.02, 0.22, -0.01], [-0.05, 0.69, -0.20], [8.36, -7.21, 15.03], [0.60, -1.35, 1.72], [0.43, 0.37, 0.46], [-0.52, 0.09, -0.15], [-0.37, 0.01, 0.20], [-0.19, -0.40, -0.40], [0.35, -0.01, -0.23], [0.07, 0.06, 0.30], [0.38, -0.61, 0.34], [-0.39, -0.61, -0.15], [-1.19, -0.09, 0.89], [-0.84, 1.56, 1.37], [-0.36, 0.13, -0.13], [0.20, 0.20, -0.12], [-1.57, 0.48, 0.24], [-1.44, -0.01, 0.60]]}

{"formula": "C22H20BrN2NaO5S2Si", "method": "ωB97M-V/def2-TZVPD", "homo_lumo_gap_ev": 5.77, "spin_multiplicity": 1, "charge": -2, "homo_ha": -0.0717, "species": ["Na", "C", "Si", "C", "C", "C", "C", "C", "C", "N", "C", "S", "H", "H", "H", "H", "H", "H", "H", "H", "H", "H", "H", "H", "O", "C", "N", "S", "O", "O", "C", "C", "C", "C", "C", "C", "H", "H", "H", "H", "Br", "C", "C", "C", "C", "C", "C", "C", "O", "O", "H", "H", "H", "H"], "coordinates": [[-0.190, -0.272, -0.785], [-2.735, 5.488, -1.651], [-3.215, 4.601, -0.066], [-2.087, 5.093, 1.350], [-4.927, 5.289, 0.384], [-3.399, 2.754, -0.270], [-4.603, 2.118, -0.016], [-4.722, 0.737, -0.126], [-3.598, 0.035, -0.524], [-2.432, 0.605, -0.810], [-2.288, 1.943, -0.653], [-0.719, 2.615, -0.891], [-2.686, 6.568, -1.477], [-3.481, 5.304, -2.429], [-1.769, 5.139, -2.010], [-2.110, 6.177, 1.504], [-1.066, 4.773, 1.150], [-2.417, 4.611, 2.274], [-4.873, 6.378, 0.472], [-5.293, 4.896, 1.335], [-5.668, 5.055, -0.385], [-5.468, 2.701, 0.289], [-5.645, 0.219, 0.103], [-3.621, -1.047, -0.608], [0.854, -3.090, -3.752], [1.636, -2.387, -3.129], [1.421, -1.132, -2.666], [2.734, -0.490, -2.017], [2.480, -0.107, -0.642], [3.360, 0.516, -2.842], [3.749, -1.945, -2.082], [5.025, -2.182, -1.612], [5.566, -3.442, -1.841], [4.841, -4.414, -2.527], [3.559, -4.151, -2.994], [3.020, -2.900, -2.757], [5.576, -1.419, -1.078], [6.559, -3.675, -1.476], [5.284, -5.390, -2.687], [2.973, -4.893, -3.521], [4.694, -3.443, 4.793], [3.047, -3.170, 3.854], [1.898, -3.783, 4.326], [0.709, -3.577, 3.641], [0.661, -2.772, 2.507], [1.831, -2.171, 2.062], [3.035, -2.366, 2.730], [-0.677, -2.562, 1.777], [-1.650, -3.182, 2.241], [-0.642, -1.788, 0.792], [1.936, -4.406, 5.210], [-0.216, -4.035, 3.966], [1.807, -1.532, 1.188], [3.941, -1.892, 2.377]], "forces_ev_per_angstrom": [[0.07, -0.03, 0.04], [-0.03, 0.04, 0.03], [0.05, -0.02, -0.06], [-0.03, -0.02, 0.02], [0.00, 0.00, -0.01], [-0.01, 0.02, 0.02], [-0.02, 0.02, 0.00], [0.00, -0.06, -0.01], [0.00, 0.02, -0.05], [-0.05, 0.06, 0.13], [-0.05, -0.01, -0.01], [0.02, 0.02, -0.04], [0.00, 0.00, -0.01], [0.00, 0.00, -0.01], [0.00, -0.02, 0.02], [0.01, 0.00, -0.01], [0.00, 0.01, -0.02], [0.00, 0.01, 0.01], [0.01, 0.00, 0.01], [0.01, 0.00, 0.01], [-0.01, 0.00, 0.00], [0.00, 0.01, 0.00], [0.00, 0.00, 0.00], [0.01, -0.01, 0.00], [-0.02, 0.01, 0.00], [0.03, -0.09, 0.03], [0.01, 0.04, -0.05], [0.00, 0.10, -0.02], [-0.05, -0.04, 0.03], [0.01, -0.02, 0.01], [-0.04, -0.07, 0.00], [0.00, -0.01, -0.01], [0.01, 0.01, 0.01], [0.00, -0.02, -0.01], [-0.02, 0.00, -0.01], [0.03, 0.06, 0.04], [0.00, 0.00, 0.00], [0.00, 0.00, 0.00], [-0.01, 0.00, 0.00], [0.00, 0.00, 0.00], [0.00, 0.00, 0.00], [-0.02, -0.02, 0.01], [0.01, 0.00, 0.01], [0.02, 0.02, -0.04], [0.01, -0.02, 0.05], [0.08, 0.06, -0.01], [-0.02, 0.01, -0.01], [-0.13, -0.07, 0.04], [0.06, 0.03, -0.03], [0.08, 0.05, -0.10], [0.00, 0.00, 0.00], [-0.01, -0.01, 0.01], [-0.04, -0.04, 0.00], [0.01, -0.01, 0.01]]}

{"formula": "C3H10N2S2", "method": "ωB97M-V/def2-TZVPD", "homo_lumo_gap_ev": 9.56, "spin_multiplicity": 1, "charge": 0, "homo_ha": -0.3284, "smiles": "NC[C@@H](N)CSS", "species": ["N", "C", "C", "N", "C", "S", "S", "H", "H", "H", "H", "H", "H", "H", "H", "H", "H"], "coordinates": [[-0.620, -1.629, -3.057], [-0.829, -1.252, -1.678], [-0.123, 0.085, -1.333], [-0.474, 1.185, -2.262], [-0.427, 0.504, 0.106], [0.994, 0.104, 1.119], [0.358, 0.542, 3.050], [-1.320, -2.181, -3.507], [0.287, -1.597, -3.476], [-0.486, -2.025, -1.000], [-1.905, -1.103, -1.519], [0.940, -0.106, -1.529], [-1.468, 1.383, -2.177], [-0.373, 0.844, -3.215], [-1.321, -0.008, 0.456], [-0.687, 1.559, 0.128], [-0.115, -0.676, 3.318]], "forces_ev_per_angstrom": [[-0.44, 0.66, 0.00], [0.03, 0.45, -0.30], [-0.32, -0.16, -1.21], [-0.13, -0.33, 0.29], [-0.43, 0.05, -0.41], [0.14, 0.16, 0.62], [0.20, 0.01, -0.59], [0.12, -0.18, -0.10], [0.15, -0.28, 0.14], [0.09, -0.17, 0.52], [0.10, -0.12, -0.04], [0.09, 0.19, 0.46], [0.02, 0.06, 0.10], [0.07, -0.02, 0.10], [0.03, -0.32, 0.18], [0.41, 0.19, 0.07], [-0.14, -0.17, 0.17]]}

{"formula": "C34H78N3O10PS", "method": "ωB97M-V/def2-TZVPD", "homo_lumo_gap_ev": 9.59, "spin_multiplicity": 1, "charge": 0, "homo_ha": -0.3369, "smiles": "CCCCCCCCCCCCCCCC[C@H]1OS(=O)(=O)O[C@]1(CCC)CP(=O)(O)O.COC[C@@H](C)N.COC[C@@H](C)N.COC[C@@H](C)N", "species": ["C", "C", "C", "C", "C", "C", "C", "C", "C", "C", "C", "C", "C", "C", "C", "C", "C", "O", "S", "O", "O", "O", "C", "C", "C", "C", "C", "P", "O", "O", "O", "H", "H", "H", "H", "H", "H", "H", "H", "H", "H", "H", "H", "H", "H", "H", "H", "H", "H", "H", "H", "H", "H", "H", "H", "H", "H", "H", "H", "H", "H", "H", "H", "H", "H", "H", "H", "H", "H", "H", "H", "H", "H", "H", "H", "H", "C", "O", "C", "C", "C", "N", "H", "H", "H", "H", "H", "H", "H", "H", "H", "H", "H", "C", "O", "C", "C", "C", "N", "H", "H", "H", "H", "H", "H", "H", "H", "H", "H", "H", "C", "O", "C", "C", "C", "N", "H", "H", "H", "H", "H", "H", "H", "H", "H", "H", "H"], "coordinates": [[3.680, -1.191, 2.363], [3.990, -1.954, 1.057], [4.141, -3.454, 1.270], [2.891, -4.211, 1.727], [1.739, -4.250, 0.713], [0.715, -3.112, 0.738], [0.077, -2.828, 2.114], [-0.062, -1.331, 2.449], [0.178, -0.978, 3.907], [0.247, 0.535, 4.112], [0.607, 0.962, 5.543], [1.838, 1.873, 5.590], [3.122, 1.171, 5.136], [4.157, 2.095, 4.499], [3.866, 2.490, 3.029], [3.150, 3.855, 2.843], [1.681, 3.738, 2.430], [0.926, 4.695, 3.231], [-0.077, 5.586, 2.384], [0.132, 6.961, 2.665], [-1.386, 5.029, 2.487], [0.543, 5.257, 0.983], [1.257, 3.961, 0.938], [2.360, 4.216, -0.079], [3.503, 3.180, -0.174], [3.819, 2.766, -1.617], [0.153, 2.941, 0.546], [0.568, 1.583, -0.549], [0.862, 2.020, -1.916], [-0.751, 0.654, -0.443], [1.731, 0.736, 0.152], [4.487, -0.510, 2.627], [3.521, -1.876, 3.196], [2.774, -0.589, 2.277], [4.937, -1.586, 0.657], [3.246, -1.734, 0.292], [4.903, -3.586, 2.046], [4.540, -3.938, 0.376], [2.573, -3.826, 2.697], [3.207, -5.241, 1.905], [1.197, -5.193, 0.806], [2.194, -4.267, -0.283], [-0.091, -3.395, 0.063], [1.144, -2.186, 0.340], [-0.938, -3.229, 2.080], [0.584, -3.362, 2.916], [-1.077, -1.012, 2.193], [0.610, -0.727, 1.836], [-0.644, -1.377, 4.508], [1.090, -1.466, 4.266], [-0.738, 0.939, 3.863], [0.957, 0.950, 3.390], [-0.234, 1.503, 5.972], [0.809, 0.070, 6.141], [1.952, 2.246, 6.610], [1.635, 2.759, 4.979], [3.552, 0.672, 6.007], [2.861, 0.377, 4.431], [4.297, 2.994, 5.102], [5.110, 1.560, 4.506], [4.810, 2.492, 2.485], [3.278, 1.686, 2.578], [3.719, 4.436, 2.124], [3.185, 4.381, 3.794], [1.331, 2.773, 2.797], [2.764, 5.204, 0.130], [1.878, 4.282, -1.055], [3.340, 2.312, 0.459], [4.410, 3.655, 0.207], [4.580, 1.985, -1.600], [2.934, 2.438, -2.151], [4.268, 3.624, -2.120], [-0.628, 3.485, 0.016], [-0.310, 2.521, 1.440], [-0.543, -0.271, -0.309], [1.479, -0.145, 0.440], [3.595, 6.183, -3.610], [4.022, 6.168, -2.260], [5.234, 6.846, -1.992], [5.090, 8.361, -1.790], [4.891, 9.137, -3.087], [4.016, 8.709, -0.857], [4.446, 6.151, -4.297], [2.983, 7.060, -3.831], [2.984, 5.294, -3.767], [5.606, 6.414, -1.058], [5.973, 6.620, -2.772], [6.031, 8.701, -1.346], [3.877, 9.028, -3.471], [5.056, 10.200, -2.915], [5.588, 8.806, -3.860], [4.200, 8.293, 0.051], [3.161, 8.263, -1.177], [-4.808, -5.933, -3.201], [-3.938, -4.869, -3.531], [-4.152, -3.666, -2.818], [-3.476, -3.611, -1.442], [-4.188, -4.430, -0.370], [-2.067, -4.018, -1.496], [-5.807, -5.563, -2.950], [-4.424, -6.532, -2.371], [-4.884, -6.579, -4.076], [-3.721, -2.880, -3.442], [-5.228, -3.462, -2.734], [-3.503, -2.564, -1.126], [-4.008, -5.498, -0.490], [-3.824, -4.152, 0.618], [-5.266, -4.259, -0.393], [-1.570, -3.403, -2.135], [-2.026, -4.929, -1.946], [-10.719, -7.812, -4.677], [-9.599, -7.661, -3.825], [-8.458, -7.075, -4.418], [-8.463, -5.541, -4.442], [-9.372, -4.943, -5.510], [-8.809, -4.963, -3.140], [-10.411, -8.044, -5.701], [-11.348, -6.919, -4.683], [-11.310, -8.642, -4.294], [-7.614, -7.403, -3.802], [-8.302, -7.483, -5.425], [-7.439, -5.232, -4.676], [-10.423, -5.007, -5.228], [-9.141, -3.888, -5.650], [-9.242, -5.448, -6.469], [-8.139, -5.275, -2.442], [-9.690, -5.372, -2.842]], "forces_ev_per_angstrom": [[-0.15, -0.13, -0.33], [0.22, 0.19, 0.17], [0.00, -0.12, 0.27], [0.11, -0.06, -0.14], [0.26, 0.20, -0.13], [-0.20, -0.08, 0.34], [-0.41, 0.19, -0.31], [-0.26, -0.35, 0.13], [-0.05, 0.13, 0.03], [-0.31, -0.32, 0.12], [0.37, 0.19, -0.28], [-0.27, 0.04, -0.01], [-0.32, 0.20, 0.20], [0.16, -0.32, -0.36], [-0.20, 0.00, 0.39], [0.29, -0.40, -0.19], [0.32, -0.07, 0.69], [0.04, 0.21, -0.29], [-0.15, -0.08, 0.20], [-0.01, -0.15, 0.06], [0.08, 0.01, 0.01], [0.44, -0.03, -0.24], [-0.76, 0.26, 0.22], [0.06, -0.31, -0.18], [0.25, 0.33, -0.18], [0.35, 0.21, 0.37], [0.35, -0.14, 0.15], [-0.59, 0.26, -0.64], [-0.02, -0.16, 0.23], [0.45, 0.38, 0.20], [-0.01, 0.07, -0.06], [0.04, -0.01, 0.07], [0.06, 0.00, 0.07], [0.00, 0.04, 0.05], [-0.04, 0.05, -0.08], [-0.06, -0.06, -0.07], [0.05, -0.06, -0.04], [-0.05, 0.08, -0.12], [-0.13, 0.00, 0.01], [-0.04, -0.02, 0.09], [-0.03, -0.01, 0.11], [-0.09, -0.11, -0.08], [0.01, 0.09, -0.23], [0.20, -0.03, -0.01], [0.06, -0.21, 0.17], [0.17, 0.10, 0.02], [0.04, 0.17, -0.15], [0.09, -0.07, 0.10], [0.06, -0.08, 0.08], [0.08, 0.10, -0.03], [0.06, 0.13, -0.17], [0.05, -0.03, 0.03], [-0.07, -0.14, 0.23], [-0.13, 0.02, 0.14], [0.13, 0.06, 0.00], [0.03, -0.05, -0.02], [0.08, -0.04, -0.03], [0.11, 0.02, -0.06], [0.02, 0.03, 0.09], [0.07, 0.07, 0.04], [-0.01, 0.13, -0.04], [-0.04, 0.03, -0.08], [-0.11, 0.30, -0.03], [-0.11, 0.15, -0.02], [-0.06, -0.04, -0.40], [0.00, 0.04, 0.03], [-0.08, 0.08, 0.00], [-0.13, -0.03, -0.09], [-0.01, -0.07, 0.17], [-0.08, -0.15, -0.11], [0.12, -0.07, -0.04], [-0.15, 0.02, -0.15], [-0.02, 0.02, -0.10], [-0.04, 0.05, 0.04], [-0.19, -0.44, -0.01], [0.11, -0.24, 0.11], [-0.10, -0.08, 0.08], [-0.01, 0.02, -0.04], [0.09, -0.01, 0.13], [-0.15, 0.04, -0.08], [0.07, 0.06, -0.04], [0.07, -0.19, 0.03], [0.01, 0.03, -0.01], [0.06, 0.03, -0.05], [0.02, -0.01, 0.02], [-0.04, -0.02, 0.00], [-0.01, 0.06, -0.04], [0.03, -0.04, 0.02], [-0.02, -0.05, 0.01], [-0.03, 0.00, 0.03], [-0.01, -0.01, 0.00], [0.03, 0.10, 0.01], [-0.03, 0.08, -0.02], [0.10, -0.06, -0.09], [-0.05, -0.04, 0.05], [0.03, 0.17, -0.06], [-0.03, -0.19, 0.07], [-0.03, 0.04, 0.07], [0.00, 0.13, -0.15], [0.00, 0.00, 0.05], [-0.08, 0.02, 0.05], [0.00, 0.03, -0.02], [0.02, -0.03, -0.02], [0.00, -0.02, 0.06], [-0.02, 0.04, -0.05], [0.00, -0.01, -0.05], [0.03, -0.01, -0.01], [0.00, 0.00, -0.01], [0.01, 0.02, 0.04], [0.01, -0.04, 0.07], [-0.02, -0.03, 0.11], [-0.06, 0.00, -0.06], [0.18, -0.01, 0.04], [-0.18, 0.02, 0.00], [0.03, 0.06, -0.07], [0.10, -0.13, 0.02], [0.00, 0.02, -0.02], [0.01, 0.01, -0.08], [0.02, 0.00, 0.01], [-0.03, -0.01, 0.03], [-0.03, 0.05, -0.03], [0.03, -0.05, 0.00], [-0.01, -0.04, 0.03], [-0.01, 0.01, 0.04], [-0.01, -0.01, 0.01], [0.02, 0.06, -0.01], [-0.04, 0.07, -0.02]]}

{"formula": "C3H3FeO2", "method": "ωB97M-V/def2-TZVPD", "homo_lumo_gap_ev": [5.23, 4.53], "spin_multiplicity": 5, "charge": -1, "homo_ha": [-0.0452, -0.0234], "species": ["C", "O", "C", "C", "O", "H", "H", "H", "Fe"], "coordinates": [[0.700, 1.452, -0.454], [-0.494, -0.025, 0.765], [1.160, 0.212, -0.617], [-0.429, 1.358, 0.566], [1.686, -0.739, -1.100], [1.338, 2.321, -0.613], [-0.151, 1.892, 1.496], [-1.358, 1.794, 0.147], [-1.728, -1.426, 0.460]], "forces_ev_per_angstrom": [[-0.08, 0.27, 1.18], [0.22, 0.56, 0.25], [0.86, -1.04, -1.87], [0.53, -0.23, -0.61], [-0.75, 1.29, 1.26], [-0.10, -0.25, -0.31], [-0.27, -0.03, -0.14], [0.12, -0.13, 0.33], [-0.54, -0.43, -0.09]]}

Result set for E_tot: -3129.32959, -5158.49382, -1026.17665, -2998.50344, -1530.14663 a.u., one per record in the order listed.
Result set for energy relative to the best compared isomer or geometry (same formula, charge and spin): 10.882, 0.200, 0.256, 0.000, 0.541 eV, one per record in the order listed.